117
Properties=species:S:1:pos:R:3:forces:R:3 method="wB97M-V/def2-TZVPD" homo_energy_ev=-9.96 energy_ha=-3288.8114 homo_lumo_gap_ev=7.99 molar_mass_g_mol=944.9 e_lumo_ev=-1.971 total_charge=0
C 7.84286 -1.84316 -2.62012 -0.530 0.826 -0.218
C 6.71765 -0.91311 -1.81600 0.044 -0.374 5.872
O 6.73510 -1.05223 -0.46432 -0.641 1.159 -8.495
O 5.76269 0.00086 -2.50988 1.595 -3.072 2.328
C 4.62297 0.33478 -1.62507 -1.096 1.252 1.592
C 3.38138 1.10114 -2.40360 0.255 0.595 -0.459
C 1.88222 0.66496 -1.80420 1.272 -0.248 -0.328
C 0.71824 1.70501 -2.33491 0.856 0.486 0.352
C -0.67092 1.67422 -1.46335 0.162 0.256 0.394
C -1.62702 0.36391 -1.73528 0.934 -0.162 -1.192
C -2.73555 0.55855 -2.93045 -4.211 -2.314 -0.225
C -4.01626 -0.25338 -2.97688 3.320 2.991 -1.418
C -4.57783 -1.38726 -1.91394 -0.097 1.009 -0.089
C -5.87374 -0.71940 -1.10466 -0.921 0.133 -0.031
C -7.17196 -0.44947 -2.08921 0.495 0.896 -0.809
C -6.40218 -1.62988 0.15228 0.226 0.240 0.099
C -4.74544 0.27717 -4.38479 -4.293 -2.863 -1.953
O -5.78663 -0.29059 -5.00128 6.829 3.962 3.894
O -4.08238 1.47522 -4.95971 1.260 -3.557 3.424
C -2.78992 1.54039 -4.24271 3.380 4.166 -2.323
O -1.91528 2.40207 -4.76749 -5.293 -5.799 3.867
H 7.68790 -2.96417 -2.27158 0.105 2.532 -0.821
H 8.92775 -1.52023 -2.27342 -2.484 -0.485 -0.654
H 7.73870 -1.70211 -3.78733 0.206 -0.447 2.485
H 5.03709 1.07346 -0.79655 -0.900 -1.654 -1.640
H 4.19096 -0.59978 -1.06747 1.086 1.544 -1.240
H 3.50860 2.27609 -2.26250 -0.222 -2.521 -0.254
H 3.46116 0.91624 -3.56975 -0.257 0.193 2.391
H 1.72136 -0.45410 -2.16625 0.024 2.362 0.911
H 2.02044 0.66900 -0.62506 -0.647 0.044 -2.386
H 1.18071 2.79752 -2.20101 -1.045 -2.304 -0.274
H 0.57673 1.56589 -3.49398 -0.020 0.179 2.321
H -1.24846 2.69710 -1.64002 1.116 -2.279 0.329
H -0.35011 1.65013 -0.31580 -0.721 0.054 -2.433
H -2.14124 -0.03915 -0.75694 0.723 1.084 -2.083
H -0.89562 -0.50422 -2.10432 -1.749 1.876 0.774
H -4.87257 -2.39501 -2.47312 0.621 2.324 1.131
H -3.71800 -1.59433 -1.11632 -1.838 0.424 -1.903
H -5.51838 0.32257 -0.68799 -0.612 -2.069 -0.863
H -7.29296 -1.28332 -2.92779 0.256 1.727 1.949
H -6.96452 0.57766 -2.65839 -0.619 -2.257 1.070
H -8.19084 -0.30945 -1.50057 2.319 -0.410 -1.081
H -5.75882 -2.60779 0.19252 -1.500 1.703 0.135
H -7.57185 -1.83660 0.05217 2.740 0.177 0.113
H -6.25535 -1.03759 1.15743 -0.172 -1.282 -1.980
C -3.77334 0.46793 3.63214 -0.050 0.214 0.345
C -3.74890 0.83344 4.91750 -0.126 0.123 -0.438
C -3.56536 -0.16068 5.99325 -0.005 0.323 0.856
O -3.54486 0.17271 7.17008 0.001 -0.258 -0.782
C -3.40834 -1.57331 5.59372 0.038 -0.377 -0.341
C -3.43279 -1.93882 4.30836 0.041 -0.131 0.459
C -3.61633 -0.94470 3.23261 -0.018 -0.052 -0.685
O -3.63683 -1.27809 2.05577 0.057 0.144 0.548
H -3.90776 1.18426 2.83085 0.032 -0.017 0.013
H -3.86194 1.86564 5.22669 0.063 -0.081 -0.016
H -3.27392 -2.28964 6.39500 -0.006 0.038 0.003
H -3.31975 -2.97102 3.99917 -0.006 0.039 -0.023
C 0.44727 2.49094 3.72981 0.397 -0.070 -0.070
C 1.65806 2.88368 3.32228 -0.214 -0.321 0.129
C 1.90894 4.27442 2.89555 0.835 0.267 -0.287
O 3.01635 4.63426 2.52049 -0.760 -0.242 0.261
C 0.77104 5.21420 2.93815 -0.471 0.126 0.080
C -0.43974 4.82147 3.34569 0.280 0.334 -0.165
C -0.69062 3.43072 3.77241 -0.639 -0.229 0.227
O -1.79803 3.07089 4.14747 0.619 0.242 -0.228
H 0.24608 1.47449 4.04540 0.014 -0.003 -0.009
H 2.50304 2.20655 3.28603 -0.066 0.008 -0.025
H 0.97223 6.23066 2.62256 0.025 -0.031 0.001
H -1.28473 5.49860 3.38193 0.008 -0.045 0.013
C 1.04182 -3.99820 -4.07333 0.202 -0.340 -0.184
C 1.51686 -4.56917 -5.18448 -0.080 -0.011 0.501
C 1.41840 -3.89535 -6.49425 0.355 -0.420 -0.875
O 1.85114 -4.41808 -7.51210 -0.310 0.376 0.762
C 0.77650 -2.56622 -6.52827 -0.222 0.380 0.219
C 0.30145 -1.99525 -5.41712 0.073 0.012 -0.408
C 0.39991 -2.66907 -4.10735 -0.237 0.278 0.465
O -0.03282 -2.14634 -3.08950 0.291 -0.410 -0.552
H 1.10531 -4.47909 -3.10485 -0.017 0.038 -0.005
H 1.99104 -5.54328 -5.17593 -0.014 0.037 -0.036
H 0.71300 -2.08533 -7.49676 0.012 -0.038 0.014
H -0.17272 -1.02114 -5.42567 0.002 -0.002 0.024
C 6.22102 0.73162 6.03210 -0.069 -0.113 -0.461
C 5.45012 0.46182 4.97416 0.429 0.042 0.162
C 3.98114 0.38287 5.09692 -0.388 -0.223 -0.503
O 3.27492 0.13401 4.12954 0.340 0.183 0.507
C 3.39729 0.61508 6.43296 0.072 0.108 0.434
C 4.16819 0.88487 7.49091 -0.463 -0.058 -0.208
C 5.63717 0.96383 7.36814 0.554 0.173 0.748
O 6.34340 1.21268 8.33553 -0.473 -0.193 -0.657
H 7.30004 0.79244 5.95950 -0.019 0.015 0.028
H 5.86314 0.28981 3.98742 -0.044 -0.002 0.000
H 2.31828 0.55426 6.50557 0.019 -0.017 -0.021
H 3.75518 1.05689 8.47765 0.050 -0.007 -0.023
C 7.94278 -4.60213 4.62302 -0.487 -0.019 -0.057
C 6.70849 -4.30323 5.03959 0.290 -0.207 -0.311
C 6.48394 -3.52557 6.27411 -0.795 0.183 0.262
O 5.35452 -3.25325 6.65719 0.683 -0.108 -0.243
C 7.67554 -3.08988 7.02914 0.460 0.036 0.053
C 8.90982 -3.38879 6.61257 -0.296 0.223 0.322
C 9.13437 -4.16644 5.37805 0.907 -0.226 -0.320
O 10.26380 -4.43877 4.99497 -0.788 0.189 0.271
H 8.12501 -5.17225 3.72025 0.033 0.025 0.028
H 5.82432 -4.61490 4.49652 0.008 0.032 0.043
H 7.49330 -2.51977 7.93192 -0.030 -0.007 -0.012
H 9.79399 -3.07712 7.15564 -0.009 -0.027 -0.043
C -8.18024 3.85076 -8.28949 -0.480 0.156 0.068
C -9.25293 3.89415 -7.49340 0.226 0.116 -0.439
C -9.24276 3.26254 -6.15916 -0.623 -0.044 0.596
O -10.22479 3.30005 -5.43066 0.564 0.007 -0.460
C -8.00145 2.58293 -5.73835 0.404 -0.076 -0.139
C -6.92875 2.53955 -6.53444 -0.136 -0.112 0.410
C -6.93893 3.17115 -7.86867 0.766 -0.066 -0.489
O -5.95689 3.13365 -8.59718 -0.682 0.049 0.446
H -8.17122 4.30824 -9.27127 0.031 -0.019 0.015
H -10.17064 4.38938 -7.78730 0.011 -0.027 0.042
H -8.01046 2.12546 -4.75657 -0.025 -0.017 -0.027
H -6.01105 2.04432 -6.24054 -0.096 0.034 -0.091